No. 1
Computed, not measured: a 3-piece molecular cluster, C17H48N6O6P3 overall, with the ωB97M-V functional and the def2-TZVPD basis.

Summary:
E_LUMO ... 0.0825 Eh
Max |F| ... 0.1318 hartree/bohr
Charge ... -1
Orbital gap ... 6.2 eV

Each line ends with the Löwdin charge.
Positions of all 80 atoms, in Å:
C -2.21386 5.12694 -1.67922  -0.15
H 0.92485 -6.93509 -2.59629  0.08
H -1.01059 3.84088 3.34925  0.08
H -0.61038 3.49033 -2.82131  0.08
C 0.37705 -1.72301 3.32487  -0.25
C -1.71703 6.37527 1.31239  -0.16
H 2.72931 -1.68346 -3.67151  0.07
H 2.02387 -5.31868 -0.35858  0.08
H -2.80573 1.21971 0.86676  0.07
H -0.17989 2.50472 -1.43137  0.08
C 5.72653 -1.33477 3.49709  -0.40
H 3.36410 1.33048 2.82700  0.06
O 1.01931 -1.79797 -1.71448  -0.26
H -4.51244 1.61358 1.01239  0.07
H -1.71818 5.43215 -2.60476  0.08
C -4.29934 4.19922 0.91644  -0.16
H 0.05074 -3.05130 0.38540  0.06
O 1.24349 -1.42841 2.22586  -0.37
O 6.06648 -1.81284 4.56186  0.03
H -0.69227 -3.81427 -4.71829  0.05
C 4.02651 -0.53183 2.09976  -0.22
C -0.57815 -0.50922 3.38930  -0.35
H -0.25052 -5.86618 -3.30492  0.06
H 1.94183 0.22693 0.64002  -0.02
C 2.42729 -5.31405 -1.37927  -0.14
H 3.26044 -4.60550 -1.40808  0.08
H 3.04704 -3.25560 -4.44020  0.08
H 0.84238 -4.59105 -5.17865  0.08
N 1.40241 -4.93583 -2.37711  -0.31
O 4.55947 -1.62494 2.94582  -0.03
H 4.87500 0.07171 1.77040  0.10
C 0.35458 -3.62960 -4.94260  -0.15
H -1.86338 -4.08182 -3.20771  0.05
H -1.82767 2.41668 -2.09308  0.08
H -4.27687 4.49738 1.96996  0.08
H -5.26240 3.71794 0.72234  0.08
H -1.29230 -0.57008 2.55065  0.07
C -1.76654 -3.31467 -2.43544  -0.15
P 0.99352 -3.21795 -2.20306  0.75
H 2.93687 0.02008 3.90573  0.08
C 2.32333 -2.42695 -4.35906  -0.15
H 6.41934 -0.65164 2.98059  0.13
H -1.74921 -2.32572 -2.91557  0.09
C -3.50621 1.97740 1.23010  -0.14
H 0.88036 -1.76370 4.29512  0.10
O 0.27764 0.58660 3.35354  -0.34
H -0.19849 -6.06838 -1.53705  0.08
H -1.01814 -1.85020 -0.34462  0.07
H 0.05794 0.31457 1.16109  -0.02
N 1.02545 -2.89573 -3.89969  -0.33
H -2.68499 -3.39829 -1.85093  0.08
H -0.08609 -2.65611 2.99204  0.10
H 2.84027 -6.30106 -1.59574  0.07
H -3.38757 2.05135 2.31939  0.08
H -4.28602 5.09127 0.29119  0.06
N -3.25157 3.27062 0.55802  -0.31
H -0.79542 6.57700 0.74787  0.09
H 1.45905 1.72064 1.85560  -0.03
C 0.40725 -5.98328 -2.44470  -0.15
O -0.08644 3.44371 0.97882  -0.27
H 2.23777 -1.94938 -5.33690  0.08
N -1.80943 4.99810 1.76466  -0.32
H -1.48692 5.47479 3.78515  0.07
C -0.98457 3.09289 -1.87604  -0.13
H -3.20238 4.72077 -1.95604  0.08
H 0.01289 5.19992 2.86844  0.08
P -1.52525 3.66159 0.65168  0.75
N -1.38545 4.17495 -0.98535  -0.32
C -0.81665 -2.92126 -0.26071  -0.13
P 1.29537 0.29456 1.93778  0.49
H -2.35850 6.04607 -1.11754  0.04
H -1.75363 7.05380 2.16736  0.08
H -2.57616 6.66079 0.70071  0.05
C 2.99815 0.29964 2.85388  -0.27
C -1.02330 4.87209 2.99817  -0.14
H 3.60326 -1.02594 1.23019  0.09
H -1.24990 -0.52390 4.25682  0.10
N -0.61469 -3.54818 -1.58521  -0.33
H 0.35020 -3.03430 -5.85970  0.08
H -1.66684 -3.39496 0.23926  0.08

***

No. 2
Computed, not measured: a 14-piece molecular cluster, C28H63N7O28 overall, with the ωB97M-V functional and the def2-TZVPD basis.

Summary:
Energy relative to the best compared isomer or geometry (same formula, charge and spin) ... 277.8 kJ/mol
E_LUMO ... -0.1192 Eh
Max |F| ... 0.1336 hartree/bohr
Charge ... 0
Orbital gap ... 1.3 eV

Each line ends with the Löwdin charge.
Positions of all 126 atoms, in Å:
H -1.19128 -0.39501 1.83889  0.06
H 1.53573 -3.55512 -0.19696  0.07
H 3.40785 0.36098 -4.26969  0.09
C 2.97399 -2.53378 2.52445  -0.82
H 0.39874 -1.00078 2.01875  0.08
H -6.65573 1.43300 0.93315  0.08
C -0.02211 -0.58773 0.07017  -0.29
H -5.94179 -1.39813 -0.38905  0.09
O 2.37604 -2.89676 1.49052  0.01
H -5.11682 3.35556 -4.12709  0.11
H 1.92721 -1.02853 -0.56481  0.13
H 4.79189 -0.22936 -3.43295  0.08
C 5.21994 0.26041 -5.56095  -0.27
O -0.53599 -4.70363 -1.92595  -0.02
H -4.50673 -2.03995 0.00488  0.11
H 2.62163 2.28266 6.41679  0.10
H 2.71955 4.38994 1.51928  0.05
H -2.24824 3.19347 5.05569  0.17
O -0.91001 -1.08990 -0.67930  0.10
H -1.58233 2.19975 2.96161  0.10
O -1.97342 -0.30208 -3.85149  -0.02
C 2.73785 3.01917 0.88097  -0.91
O 1.79956 2.06716 -6.21611  0.09
O 5.89852 -0.73449 -5.89744  0.10
H 6.22534 0.46755 -8.01384  0.08
H 4.49343 0.26356 -8.18069  0.11
O 4.23199 -3.91064 -1.78296  0.11
H -0.78915 -5.77835 3.83241  0.09
H 1.01480 -5.79010 3.70680  0.11
C -1.63842 0.72289 -4.45299  -0.86
C -1.25329 -3.31197 3.05980  -0.32
H 1.87302 0.34986 0.06537  0.11
C 1.16173 0.61600 -1.88426  0.07
C 0.19648 -4.35108 -0.95472  -0.85
H -2.83584 -4.78881 2.72366  0.08
H 3.78136 -0.19986 6.04197  0.18
H 2.88930 -1.16808 5.01969  0.10
N -2.56729 3.59245 4.18442  0.10
H -2.56023 2.10238 -1.89503  0.09
O 2.33804 -2.65638 -5.78273  -0.05
O 3.24760 2.01155 0.40567  0.02
O 3.52779 4.06372 1.11688  0.10
C 4.38133 -2.75955 -1.12857  -0.87
O 1.57541 3.11561 1.30621  -0.08
H -6.60714 2.57870 -3.44574  0.08
O 3.96652 -1.72498 -1.69145  -0.05
C 2.67362 2.13059 5.33870  0.03
H 0.83397 -3.38787 3.10226  0.08
H 3.59953 -3.46825 -2.35382  0.05
O 1.07116 0.54352 4.48733  0.11
O -2.22236 1.86024 -4.37312  -0.10
H 0.28814 -4.34593 1.97639  0.09
H -3.23578 1.67121 3.50026  0.08
H -5.71857 2.00964 2.33506  0.08
H -5.20551 0.43512 -3.39383  0.17
O 5.14789 -2.64600 -0.16094  -0.04
C -2.61696 2.49289 3.13970  0.02
O 3.42176 3.52284 -5.66612  -0.06
H 5.30425 1.78798 -8.66056  0.09
H 6.11936 2.05205 -6.33789  0.17
H 0.13616 4.60473 4.66979  0.09
H 1.17142 -1.47904 6.62764  0.11
H 1.67505 -3.05195 -2.88106  0.06
H -6.27098 -0.17645 3.33039  0.16
C 5.26987 0.98450 -7.92480  0.00
N 0.09951 -4.05840 2.92604  0.10
O 2.12382 -3.27865 -3.69887  0.09
H 2.17527 2.89773 4.74604  0.09
C -4.65733 1.61608 -1.86802  -0.35
H 0.69296 -0.03940 -2.61829  0.08
H -3.25688 -3.22915 2.29369  0.06
H 3.73797 2.24298 5.13223  0.11
H -7.25044 -0.70780 2.20698  0.17
C -6.55812 1.39102 2.01796  0.04
H -3.23020 1.75142 -0.31780  0.06
H -3.51422 3.87426 4.39419  0.16
C -0.16855 -0.22708 1.50138  0.01
C 2.37920 2.93271 -5.39231  -0.93
H -3.92763 1.31343 -3.85052  0.08
H -2.14387 -4.24850 1.22634  0.09
O 1.93453 3.09138 -4.25582  -0.03
N -4.83453 1.37438 -3.41017  0.11
O 1.19097 -3.53004 -1.09257  0.10
H -5.90714 1.90822 -4.99591  0.11
N -6.43425 -0.12679 2.33490  0.10
N 5.27302 1.52172 -6.48806  0.11
O -2.49066 5.78389 3.26293  0.15
C -1.82814 4.83911 3.69043  -0.33
H 2.12245 0.94547 -2.27996  0.09
H -3.04403 2.75156 2.17079  0.11
O 0.71131 -1.72671 -4.50971  -0.02
C 1.66939 -2.53425 -4.67894  -0.76
C 4.49150 0.46586 -4.21687  0.05
H 0.19512 -4.67359 4.91724  0.09
O -0.62790 0.55079 -5.25288  0.11
H 0.56297 1.49466 -1.64437  0.10
C -5.72202 2.45089 -4.06890  0.05
H 4.71273 1.50309 -3.96522  0.09
H 1.08094 1.76095 -5.65808  0.07
O -4.15262 -0.12618 1.75639  0.10
C -2.41214 -3.91494 2.22877  0.03
O -1.38941 -2.35457 3.81732  0.08
H 0.07224 5.78901 3.39893  0.11
H 2.10294 -0.29145 7.74452  0.10
H -7.45584 1.78173 2.49709  0.10
H -5.96133 -2.65246 0.88225  0.09
H -0.46473 -0.38073 -5.08779  0.07
O 4.24848 -2.29574 2.47707  0.15
C -0.31848 4.81772 3.70230  0.03
O -5.54410 1.80318 -1.13545  0.12
C 2.11856 0.76374 5.12743  -0.33
O 2.41390 -2.38690 3.64778  -0.09
H 2.75246 -1.82742 7.12319  0.11
C -5.43951 -1.77417 0.50226  0.04
C -5.22429 -0.67493 1.59214  -0.36
C 0.13055 -5.20988 3.97050  0.06
H -2.78191 0.40080 -1.40994  0.08
C 2.10200 -0.98153 6.90077  0.02
H 0.04587 4.01626 3.05965  0.07
C -3.19878 1.40622 -1.35122  0.04
N 1.33034 -0.21381 -0.57327  0.14
H 4.24525 -2.52293 1.54435  0.06
H 4.45193 2.10041 -6.38305  0.08
N 2.85568 -0.43447 5.71309  0.11
O -0.07956 -4.70261 0.20332  -0.08
H 0.17590 0.73322 1.88515  0.07

***

No. 3
Computed, not measured: a 3-piece molecular cluster, C12H23FO6P overall, with the ωB97M-V functional and the def2-TZVPD basis.

Summary:
Energy relative to the best compared isomer or geometry (same formula, charge and spin) ... 49.8 kJ/mol
E_LUMO ... 0.0927 Eh
Max |F| ... 0.0625 hartree/bohr
Charge ... -1
Orbital gap ... 7.0 eV

Each line ends with the natural charge from an NBO analysis.
Positions of all 43 atoms, in Å:
C 3.17244 -2.02728 -4.00723  -0.72
H -0.75593 -1.34668 0.06656  0.25
C -0.46582 3.34078 2.47014  -0.83
H 2.38433 -1.76773 -7.39298  0.23
O -2.15765 0.79141 -0.02665  -0.55
H -3.77962 1.27239 1.71749  0.25
C 0.16947 -3.18396 -1.89526  -0.73
H 0.86283 -3.97722 -2.17558  0.22
O -1.43610 -1.47929 3.83834  -0.58
H -2.95426 2.69564 2.34773  0.25
H 3.69922 -1.08073 -3.87493  0.23
C 0.08076 -0.99968 -0.54020  -0.72
C -2.17894 1.86956 0.43387  0.82
C -0.77633 0.42456 5.02569  -0.83
O 0.94237 2.82306 0.67956  -0.56
H -1.19835 0.84938 5.95544  0.21
H 0.17418 -0.06144 5.28560  0.23
C 0.88532 -2.17433 -1.02630  0.60
H -0.28974 -0.42432 -1.38885  0.24
C -3.29548 2.21083 1.42186  -0.74
H -1.26163 1.00841 2.74449  -0.20
O 3.58844 -3.38433 -5.91492  -0.55
C -1.77623 -0.56528 4.46876  0.88
H 2.16968 -1.95714 -3.58547  0.23
H 2.85819 -0.42429 -6.33724  0.23
O 2.05592 -2.31518 -0.74075  -0.56
F -3.10762 -0.34066 4.68318  -0.37
H 3.71792 -2.80791 -3.48066  0.24
H -1.84163 2.42179 4.21630  -0.21
H 0.69356 1.30920 3.25145  -0.15
H 0.13642 2.67609 4.69307  -0.19
C -0.16714 2.94694 1.04262  0.80
H 0.35108 3.99080 2.82052  0.24
H 0.71105 -0.35477 0.07034  0.25
C 3.09275 -2.37154 -5.47184  0.60
H -0.19829 -2.70076 -2.80298  0.22
C 2.36630 -1.39788 -6.36852  -0.72
H -3.99367 2.90458 0.92124  0.22
P -0.57333 1.85830 3.71015  0.70
H 1.32766 -1.29988 -6.04816  0.23
H -1.40394 3.92117 2.50103  0.21
H -0.66368 -3.62341 -1.34485  0.23
O -1.16451 2.75078 0.05795  -0.57

***

Please write out number 3 again, unchanged.
Computed, not measured: a 3-piece molecular cluster, C12H23FO6P overall, with the ωB97M-V functional and the def2-TZVPD basis.

Summary:
Energy relative to the best compared isomer or geometry (same formula, charge and spin) ... 49.8 kJ/mol
E_LUMO ... 0.0927 Eh
Max |F| ... 0.0625 hartree/bohr
Charge ... -1
Orbital gap ... 7.0 eV

Each line ends with the natural charge from an NBO analysis.
Positions of all 43 atoms, in Å:
C 3.17244 -2.02728 -4.00723  -0.72
H -0.75593 -1.34668 0.06656  0.25
C -0.46582 3.34078 2.47014  -0.83
H 2.38433 -1.76773 -7.39298  0.23
O -2.15765 0.79141 -0.02665  -0.55
H -3.77962 1.27239 1.71749  0.25
C 0.16947 -3.18396 -1.89526  -0.73
H 0.86283 -3.97722 -2.17558  0.22
O -1.43610 -1.47929 3.83834  -0.58
H -2.95426 2.69564 2.34773  0.25
H 3.69922 -1.08073 -3.87493  0.23
C 0.08076 -0.99968 -0.54020  -0.72
C -2.17894 1.86956 0.43387  0.82
C -0.77633 0.42456 5.02569  -0.83
O 0.94237 2.82306 0.67956  -0.56
H -1.19835 0.84938 5.95544  0.21
H 0.17418 -0.06144 5.28560  0.23
C 0.88532 -2.17433 -1.02630  0.60
H -0.28974 -0.42432 -1.38885  0.24
C -3.29548 2.21083 1.42186  -0.74
H -1.26163 1.00841 2.74449  -0.20
O 3.58844 -3.38433 -5.91492  -0.55
C -1.77623 -0.56528 4.46876  0.88
H 2.16968 -1.95714 -3.58547  0.23
H 2.85819 -0.42429 -6.33724  0.23
O 2.05592 -2.31518 -0.74075  -0.56
F -3.10762 -0.34066 4.68318  -0.37
H 3.71792 -2.80791 -3.48066  0.24
H -1.84163 2.42179 4.21630  -0.21
H 0.69356 1.30920 3.25145  -0.15
H 0.13642 2.67609 4.69307  -0.19
C -0.16714 2.94694 1.04262  0.80
H 0.35108 3.99080 2.82052  0.24
H 0.71105 -0.35477 0.07034  0.25
C 3.09275 -2.37154 -5.47184  0.60
H -0.19829 -2.70076 -2.80298  0.22
C 2.36630 -1.39788 -6.36852  -0.72
H -3.99367 2.90458 0.92124  0.22
P -0.57333 1.85830 3.71015  0.70
H 1.32766 -1.29988 -6.04816  0.23
H -1.40394 3.92117 2.50103  0.21
H -0.66368 -3.62341 -1.34485  0.23
O -1.16451 2.75078 0.05795  -0.57

***

Question: Among the records above, which one has the highest orbital gap?
Answer: C12H23FO6P

***

Question: Which of these has the lowest max |F|?
Answer: C12H23FO6P

***

Question: Which of these has the lowest max |F|?
Answer: C12H23FO6P